P | Density functional theory data (ωB97M-V/def2-TZVPD) for a single C3H6O3 molecule.

```
12
C3H6O3 | the Open Molecules 2025 dataset | ωB97M-V/def2-TZVPD
C 1.97576 -0.45736 0.00198
H 2.39730 -1.42164 0.28381
O 0.74966 -0.36085 0.72816
H -1.44288 -1.20227 0.10564
H 1.75178 -0.44684 -1.06782
O -2.38366 0.41994 -0.70509
O 0.09534 1.49702 -0.38444
C -1.55027 -0.12609 0.27574
H -1.94258 0.00853 1.29514
H -2.03122 1.29882 -0.90937
C -0.15840 0.46443 0.18785
H 2.66496 0.35501 0.23125
```

**SMILES**: COC(=O)CO
**2S+1**: 1

=====

Q | Density functional theory data (ωB97M-V/def2-TZVPD) for a single C3H6O3 molecule.

```
12
C3H6O3 | the Open Molecules 2025 dataset | ωB97M-V/def2-TZVPD
O 1.83277 1.33121 0.06531
H 1.38177 0.12716 -1.48356
O -1.55995 0.86717 -0.13361
O 0.63770 -0.49220 -1.38073
C 1.07575 0.61520 0.67956
H 0.75600 -1.48235 0.44713
H -1.38766 -0.59014 1.26225
H 0.86900 0.77291 1.75400
C 0.37705 -0.54676 -0.00289
H -1.62856 -1.20155 -0.38993
H -1.22663 1.02862 -1.02841
C -1.12724 -0.42926 0.21087
```

**SMILES**: O=C[C@H](O)CO
**2S+1**: 1

=====

R | Density functional theory data (ωB97M-V/def2-TZVPD) for 2 unconnected molecules or ions with the total composition C3H6O3.

```
12
C3H6O3 | the Open Molecules 2025 dataset | ωB97M-V/def2-TZVPD
O 0.98943 2.16357 -2.74518
H 0.12222 -0.03842 0.27675
H 0.22344 0.40892 -3.44062
O -0.67282 -1.62955 1.40413
C 0.39913 1.13755 -2.60832
H -0.38365 -0.20030 -1.47245
C 0.29954 -0.65477 1.10495
H -1.42077 0.19756 2.20425
O -0.11975 0.74468 -1.45315
C -0.57935 -0.49610 2.23265
H 1.32979 -0.92863 1.26003
H -0.18722 -0.70450 3.23696
```

**SMILES**: C1CO1.O=CO
**2S+1**: 1

=====

S | Density functional theory data (ωB97M-V/def2-TZVPD) for 2 unconnected molecules or ions with the total composition C3H6O3.

```
12
C3H6O3 | the Open Molecules 2025 dataset | ωB97M-V/def2-TZVPD
H 0.90716 -0.22766 -1.63082
C 1.28466 -0.77562 0.10866
O 1.02869 -1.08893 -1.19134
H -2.67170 -0.75489 0.70082
C -1.95982 -0.19187 0.07136
H 1.34164 0.75036 1.59899
C 1.13837 0.46599 0.57004
H -0.17403 1.62241 -0.23474
H 1.59761 -1.62167 0.70957
O -1.93493 1.01933 0.09255
O 0.78396 1.45452 -0.32938
H -1.28563 -0.78707 -0.56848
```

**SMILES**: O/C=C\O.C=O
**2S+1**: 1

=====

It is P that is the most stable of them.

=====

P | Density functional theory data (ωB97M-V/def2-TZVPD) for a gas-phase ion, C3H4NO (charge +1).

```
9
C3H4NO | the Open Molecules 2025 dataset | ωB97M-V/def2-TZVPD
C -0.55398 -0.13958 -0.99995
H 1.16206 0.56057 0.81968
H -1.61748 -0.70678 0.60972
C 0.31398 -0.01995 1.11228
H -1.38670 -0.23596 -1.58124
O 1.72936 0.68357 -1.33827
C 0.64615 0.34578 -1.25186
N -0.71606 -0.32733 0.39069
H 0.42265 -0.16033 2.23895
```

**Net charge**: +1
**SMILES**: C=[NH+]C=C=O
**2S+1**: 1

=====

Q | Density functional theory data (ωB97M-V/def2-TZVPD) for a gas-phase ion, C3H4NO (charge +1).

```
9
C3H4NO | the Open Molecules 2025 dataset | ωB97M-V/def2-TZVPD
H 1.80695 0.58289 0.87552
C -0.82850 -0.99458 0.07701
H -0.48074 -1.78741 -0.67323
C -0.82729 0.44751 0.05206
C 1.31586 0.95566 -0.09211
H 1.88975 1.19154 -0.94684
O -1.99668 -0.06032 -0.10408
H -0.96945 -1.54337 1.05971
N 0.09010 1.20807 -0.24803
```

**Net charge**: +1
**SMILES**: C=[N+]=C1CO1
**2S+1**: 1

=====

R | Density functional theory data (ωB97M-V/def2-TZVPD) for a molecular structure, C3H4NO.

```
9
C3H4NO | the Open Molecules 2025 dataset | ωB97M-V/def2-TZVPD
H -0.45842 -1.54527 -0.87989
O -1.86325 -0.25435 0.04397
C -0.02354 0.40303 -0.06237
N -1.31113 0.89392 -0.02804
C -0.66827 -0.92598 0.01557
C 1.24356 0.90086 0.07083
H 1.91652 0.11960 -0.03511
H -0.26875 -1.58938 0.80190
H 1.43327 1.99756 0.07314
```

**Net charge**: +1
**2S+1**: 1

=====

It is P that is the most stable of them.

=====

P | Density functional theory data (ωB97M-V/def2-TZVPD) for 2 unconnected molecules or ions with the total composition C2H5NO3.

```
11
C2H5NO3 | the Open Molecules 2025 dataset | ωB97M-V/def2-TZVPD
N 0.48036 -0.12035 -0.43241
O 2.27343 0.86969 -1.09217
O -0.92952 -1.53751 -1.62408
O -1.48891 0.89433 1.61300
H -2.04110 1.62610 1.21205
C -0.57310 -1.06474 -0.53583
C 1.81947 -0.21706 -0.95461
H 2.29421 -1.03680 -1.25886
H -1.05857 1.32788 2.43651
H -1.00954 -1.39759 0.37702
H 0.23328 0.65604 0.25939
```

**SMILES**: O=CNC=O.O
**2S+1**: 1

=====

Q | Density functional theory data (ωB97M-V/def2-TZVPD) for a single C2H5NO3 molecule.

```
11
C2H5NO3 | the Open Molecules 2025 dataset | ωB97M-V/def2-TZVPD
H 2.01265 -0.82477 -1.41705
C -0.74422 1.13872 -0.09464
H 0.83532 -1.90161 1.56614
O 1.32260 -1.78589 0.73836
H -0.71815 1.85932 0.72456
H -2.47752 0.39595 0.18789
H -0.14418 1.47173 -0.93778
O -0.16603 -0.11759 0.73043
N 1.25565 -0.28175 -1.02287
O -1.97233 0.78448 -0.53882
C 0.79621 -0.73860 0.06379
```

**SMILES**: [H]/N=C(\O)OCO
**2S+1**: 1

=====

It is Q that is the most stable of them.

=====

P | Density functional theory data (ωB97M-V/def2-TZVPD) for a single C2H5NO3 molecule.

```
11
C2H5NO3 | the Open Molecules 2025 dataset | ωB97M-V/def2-TZVPD
H -1.06846 -1.77262 -0.00448
H 0.15797 2.47570 -0.77660
O -0.41847 0.09762 0.39710
H -2.14365 -0.64336 1.43391
C 0.60958 -0.23909 -0.47705
N 0.91105 0.94450 -1.11442
C -1.20399 -0.97903 1.02432
H 1.89027 1.13000 -1.29962
O 0.76817 1.85716 -0.02788
O 0.95843 -1.36328 -0.86467
H -0.46090 -1.50761 1.70940
```

**SMILES**: COC(=O)NO
**2S+1**: 1

=====

Q | Density functional theory data (ωB97M-V/def2-TZVPD) for 2 unconnected molecules or ions with the total composition C2H5NO3.

```
11
C2H5NO3 | the Open Molecules 2025 dataset | ωB97M-V/def2-TZVPD
O 1.22411 -1.14757 1.23164
O 1.34605 -0.99738 -1.02672
H -0.09675 1.85074 -0.18737
H -1.67240 -1.53423 -0.61734
C 0.97876 1.85739 0.12956
N 1.58194 0.81230 0.15194
H 1.08536 -1.86680 -1.22001
C 1.27541 -0.54734 0.19661
H -1.97400 -0.39167 0.64711
H 1.48028 2.85564 -0.09474
O -1.35078 -0.96767 0.09317
```

**SMILES**: C=NC(=O)O.O
**2S+1**: 1

=====

It is Q that is the most stable of them.